Entry from the Open Molecules 2025 dataset: a structure of composition C24H22BLiN8PS2 (ωB97M-V with the def2-TZVPD basis set).

Geometry as XYZ:
```
59
Properties=species:S:1:pos:R:3
S -9.22 -8.90 14.02
S -10.84 -8.27 11.49
P -9.04 -8.76 12.02
N -5.17 -8.98 16.55
N -6.35 -11.54 15.26
N -3.55 -10.51 17.63
N -7.28 -10.68 17.93
N -5.23 -11.50 16.04
N -6.37 -8.65 15.92
N -2.50 -10.06 16.85
N -6.00 -10.43 18.32
C -8.14 -6.20 11.45
C -6.38 -7.87 11.62
C -7.53 -11.12 11.92
C -3.12 -11.46 18.51
C -1.77 -11.62 18.34
C -1.48 -10.76 17.26
C -7.33 -12.38 9.91
C -7.76 -7.55 11.59
C -7.16 -10.44 20.18
C -6.18 -7.40 15.49
C -8.26 -11.59 9.25
C -4.54 -12.65 15.93
C -5.43 -6.85 11.50
C -8.48 -10.32 11.27
C -5.89 -10.22 19.66
C -8.87 -10.57 9.96
C -4.91 -6.92 15.80
C -4.30 -7.95 16.45
C -6.38 -12.75 14.71
C -5.26 -13.51 15.11
C -6.96 -12.19 11.25
C -7.20 -5.23 11.26
C -5.82 -5.55 11.39
C -8.02 -10.67 19.07
B -4.96 -10.36 17.15
Li -7.57 -10.25 16.02
H -4.51 -5.95 15.51
H -6.94 -6.87 14.96
H -8.55 -11.84 8.22
H -7.59 -4.17 11.10
H -4.97 -9.95 20.18
H -3.60 -12.79 16.41
H -5.13 -4.75 11.11
H -7.51 -10.48 21.20
H -3.29 -8.01 16.85
H -6.92 -13.23 9.39
H -9.67 -10.04 9.52
H -3.82 -11.91 19.23
H -9.19 -5.92 11.58
H -7.25 -13.17 14.26
H -4.40 -7.20 11.57
H -7.18 -10.89 12.93
H -6.04 -8.86 11.87
H -1.03 -12.18 18.91
H -4.98 -14.53 14.85
H -6.19 -12.80 11.71
H -0.49 -10.67 16.84
H -9.03 -10.75 19.03
```

The energy above the lowest of the compared OMol25 structures with the same formula, charge and spin is 0.000 eV. The spin multiplicity is 2. The HOMO energy (spin up / spin down) comes out at -0.3245 / -0.3244 Eh. The calculation puts the total energy at -69010.06212 eV.

Charges in e, computed with Löwdin, in the same order as the atoms:
1. S 0.347
2. S 0.360
3. P -0.007
4. N 0.012
5. N -0.035
6. N -0.011
7. N -0.012
8. N 0.013
9. N -0.006
10. N 0.082
11. N -0.016
12. C -0.133
13. C -0.057
14. C -0.109
15. C -0.104
16. C -0.070
17. C -0.179
18. C -0.084
19. C -0.353
20. C -0.064
21. C -0.178
22. C -0.071
23. C -0.064
24. C -0.094
25. C -0.375
26. C -0.067
27. C -0.100
28. C -0.072
29. C -0.084
30. C -0.180
31. C -0.053
32. C -0.061
33. C -0.081
34. C -0.082
35. C -0.111
36. B -0.661
37. Li 0.526
38. H 0.100
39. H 0.085
40. H 0.115
41. H 0.133
42. H 0.131
43. H 0.108
44. H 0.110
45. H 0.089
46. H 0.112
47. H 0.102
48. H 0.072
49. H 0.126
50. H 0.086
51. H 0.106
52. H 0.115
53. H 0.069
54. H 0.099
55. H 0.102
56. H 0.099
57. H 0.102
58. H 0.101
59. H 0.070

***

Entry from the Open Molecules 2025 dataset: an isolated molecule of C5H12OSi2 (ωB97M-V with the def2-TZVPD basis set).

Geometry as XYZ:
```
20
Properties=species:S:1:pos:R:3
Si -1.40 -1.82 -0.05
Si 2.28 0.85 -0.76
O -2.49 -0.53 -0.29
C 0.74 -0.21 -0.80
C -2.10 0.64 0.25
C 0.51 -1.73 1.15
C 0.12 -0.54 0.45
C -0.76 0.64 1.08
H 2.13 2.32 -1.16
H 2.80 0.56 0.58
H -0.12 0.00 -1.54
H -2.00 -2.93 0.94
H -2.23 1.58 -0.43
H -0.34 1.58 0.76
H -1.02 0.37 2.11
H -2.89 0.91 1.04
H 1.08 -1.08 -1.40
H 0.17 -1.62 2.14
H -1.32 -2.22 -1.35
H 3.29 0.28 -1.87
```

The energy above the lowest of the compared OMol25 structures with the same formula, charge and spin is 4.932 eV. The HOMO energy comes out at -0.3201 Eh. The calculation puts the total energy at -23177.65486 eV.

Charges in e, computed with Löwdin, in the same order as the atoms:
1. Si 0.697
2. Si 0.648
3. O -0.267
4. C -0.456
5. C -0.344
6. C 0.011
7. C -0.650
8. C -0.104
9. H -0.075
10. H -0.061
11. H 0.111
12. H 0.016
13. H 0.140
14. H 0.102
15. H 0.117
16. H 0.124
17. H 0.077
18. H -0.016
19. H -0.026
20. H -0.043

***

Entry from the Open Molecules 2025 dataset: a cluster of 14 separate species, C4H34NO15 in total (ωB97M-V with the def2-TZVPD basis set).

Geometry as XYZ:
```
54
Properties=species:S:1:pos:R:3
O 1.26 0.72 3.59
O 0.25 -4.83 -0.63
O 4.08 -1.88 -2.74
O -0.78 1.22 -3.22
O 4.01 2.06 0.52
O 0.97 -0.44 -3.51
O 0.08 -2.16 0.72
O -2.57 -0.03 2.49
O -0.78 1.92 -0.82
O -1.09 0.95 5.47
O -2.26 -2.63 2.95
O 1.42 4.37 -2.91
O -2.63 -2.07 -0.58
O -2.12 -0.72 -2.56
O -4.32 2.88 2.27
N 1.85 2.44 0.50
C 1.18 -0.20 -0.31
C 1.27 -1.72 0.14
C 2.92 1.57 0.29
C 2.70 0.31 -0.43
H -2.78 -0.54 -3.10
H 1.16 3.46 -2.66
H -1.59 -3.12 2.39
H 0.61 0.35 0.58
H -3.03 -2.71 2.25
H -1.28 1.12 -1.11
H -2.30 -2.04 -1.48
H -0.39 2.11 -1.67
H 1.27 1.30 2.79
H 2.02 -1.72 0.89
H 3.46 -0.65 -0.17
H -3.71 2.75 3.08
H -0.76 -1.97 0.30
H -3.67 2.76 1.42
H -2.94 -1.16 -0.33
H -3.44 -0.36 2.83
H 2.83 0.49 -1.54
H -0.42 0.65 4.95
H -2.08 -0.89 2.37
H 0.34 -0.97 -2.95
H 0.53 0.48 -3.81
H 0.93 2.07 0.32
H 1.92 3.17 1.16
H 3.37 -1.55 -3.31
H 0.32 -3.96 -0.15
H 3.81 -1.72 -1.86
H -1.36 0.34 -2.69
H 1.42 1.29 4.37
H -0.41 -4.79 -1.30
H 0.56 -0.05 -1.20
H -1.93 0.46 5.26
H 2.01 4.74 -2.24
H 1.49 -2.36 -0.65
H -1.38 1.25 -4.00
```

The energy above the lowest of the compared OMol25 structures with the same formula, charge and spin is 6.501 eV. The HOMO energy comes out at -0.2549 Eh. The total charge is -1. The calculation puts the total energy at -36902.40234 eV.

Charges in e, computed with Löwdin, in the same order as the atoms:
1. O -0.075
2. O -0.067
3. O -0.046
4. O -0.264
5. O 0.028
6. O -0.176
7. O -0.091
8. O -0.106
9. O -0.094
10. O -0.042
11. O -0.116
12. O -0.071
13. O -0.116
14. O -0.229
15. O -0.177
16. N 0.150
17. C -0.134
18. C -0.242
19. C -0.556
20. C -0.087
21. H -0.096
22. H 0.020
23. H 0.062
24. H 0.131
25. H 0.110
26. H 0.035
27. H -0.017
28. H -0.006
29. H 0.040
30. H 0.103
31. H 0.179
32. H 0.056
33. H 0.040
34. H 0.115
35. H 0.053
36. H 0.044
37. H 0.132
38. H -0.078
39. H 0.001
40. H 0.029
41. H 0.059
42. H 0.030
43. H 0.093
44. H 0.026
45. H 0.015
46. H -0.036
47. H 0.003
48. H 0.057
49. H 0.012
50. H 0.062
51. H 0.059
52. H 0.036
53. H 0.083
54. H 0.061

***

Entry from the Open Molecules 2025 dataset: an isolated molecule of C6H8 (ωB97M-V with the def2-TZVPD basis set).

Geometry as XYZ:
```
14
Properties=species:S:1:pos:R:3
C -0.39 -0.10 1.41
C -0.20 0.36 -0.93
C -0.13 -1.15 -0.69
C 0.95 1.17 -0.41
C -0.35 -1.29 0.80
C -0.30 1.02 0.42
H 1.13 2.16 -0.83
H -0.83 -1.72 -1.30
H -0.48 0.06 2.48
H -0.80 0.73 -1.76
H -0.91 1.91 0.58
H 1.85 0.63 -0.13
H 0.87 -1.53 -0.94
H -0.41 -2.25 1.30
```

The energy above the lowest of the compared OMol25 structures with the same formula, charge and spin is 0.497 eV. The HOMO energy comes out at -0.3233 Eh. The SMILES is C1=C[C@H]2C[C@H]2C1. The calculation puts the total energy at -6350.28647 eV.

Charges in e, computed with Löwdin, in the same order as the atoms:
1. C -0.070
2. C -0.240
3. C -0.154
4. C -0.083
5. C -0.092
6. C -0.244
7. H 0.098
8. H 0.105
9. H 0.100
10. H 0.131
11. H 0.129
12. H 0.110
13. H 0.112
14. H 0.097

***

Entry from the Open Molecules 2025 dataset: a structure of composition C7H8N2 (ωB97M-V with the def2-TZVPD basis set).

Geometry as XYZ:
```
17
Properties=species:S:1:pos:R:3
N 0.35 0.89 -0.20
N -0.20 -0.20 0.01
C 1.83 -1.51 -0.33
C 2.38 -2.73 -0.33
C 0.43 -1.38 -0.07
C -1.62 -0.15 0.45
C -0.85 3.35 -0.09
C -1.14 2.07 0.13
C -2.12 1.11 0.43
H -3.17 1.21 0.56
H 1.89 -3.65 -0.24
H -2.07 -1.15 0.73
H 3.51 -2.91 -0.48
H 2.32 -0.52 -0.67
H -0.14 -2.12 0.30
H -0.01 3.60 -0.61
H -1.39 4.07 0.42
```

The energy above the lowest of the compared OMol25 structures with the same formula, charge and spin is 5.728 eV. The HOMO energy (spin up / spin down) comes out at -0.2600 / -0.2574 Eh. The calculation puts the total energy at -10362.45428 eV.

Charges in e, computed with Löwdin, in the same order as the atoms:
1. N 0.133
2. N -0.282
3. C -0.170
4. C -0.023
5. C -0.123
6. C 0.007
7. C 0.055
8. C -0.133
9. C -0.075
10. H 0.107
11. H 0.024
12. H 0.137
13. H 0.080
14. H 0.127
15. H 0.063
16. H 0.035
17. H 0.040

***

Entry from the Open Molecules 2025 dataset: a structure of composition C42H32Cl5P2Pm (ωB97M-V with the def2-TZVPD basis set).

Geometry as XYZ:
```
82
Properties=species:S:1:pos:R:3
Pm -0.06 0.74 1.56
Cl -1.81 1.67 3.54
Cl 0.12 -3.52 6.45
Cl -1.08 -1.19 8.17
Cl 0.47 -3.16 3.38
Cl -1.99 1.50 6.75
P 0.23 2.43 -0.83
P -0.02 -1.75 -0.06
C -3.37 -3.52 1.60
C -1.08 2.86 -3.30
C -3.51 1.80 -2.37
C -1.27 0.21 5.86
C -0.09 -1.84 4.34
C -0.37 -1.70 -1.89
C -2.44 1.95 -1.49
C 2.56 -2.31 1.00
C -0.27 -2.03 5.73
C 0.65 -1.44 -2.83
C -0.26 4.71 3.11
C -0.83 -0.99 6.50
C -1.11 0.33 4.46
C 0.83 3.85 2.94
C 2.15 3.98 -1.99
C -2.39 -2.58 1.28
C 3.76 -3.01 1.04
C -0.42 -0.63 3.72
C -1.22 4.86 2.09
C -1.25 -2.99 0.55
C 2.95 1.82 -1.14
C -2.02 -1.45 -3.62
C -1.71 -1.63 -2.29
C 1.92 2.77 -1.33
C -1.06 -4.35 0.27
C 1.02 3.19 1.70
C 4.17 2.03 -1.78
C -1.19 2.46 -1.95
C -2.20 2.81 -4.13
C 0.30 -1.09 -4.13
C -3.36 2.16 -3.72
C 4.37 3.18 -2.54
C -2.05 -5.27 0.61
C -3.21 -4.86 1.25
C 3.36 4.15 -2.66
C 4.10 -3.91 0.02
C 1.62 -2.59 -0.02
C 0.00 3.30 0.68
C -1.13 4.14 0.91
C 3.19 -4.16 -1.00
C 1.95 -3.54 -1.01
C -1.02 -1.20 -4.55
H -2.51 -1.53 1.59
H -3.99 -5.58 1.49
H 0.73 0.75 -0.79
H 3.50 5.02 -3.30
H 1.56 3.70 3.76
H -4.18 1.95 -4.41
H -0.13 -4.66 -0.21
H 4.45 -2.84 1.87
H -2.17 3.24 -5.13
H -1.27 -1.05 -5.59
H -4.45 1.37 -2.01
H 1.97 2.67 1.49
H -0.02 0.09 -0.47
H 1.08 -0.75 -4.80
H -2.06 5.56 2.25
H -2.49 -1.66 -1.52
H 3.42 -4.84 -1.81
H 1.71 -1.51 -2.52
H -3.04 -1.51 -3.96
H -0.12 3.21 -3.67
H 2.34 -1.56 1.78
H 1.23 -3.76 -1.81
H -0.36 5.29 4.03
H 1.36 4.73 -2.01
H -1.87 4.22 0.12
H 4.94 1.27 -1.72
H -2.57 1.65 -0.43
H 5.06 -4.42 0.04
H 2.80 0.92 -0.53
H -4.26 -3.19 2.12
H 5.32 3.33 -3.06
H -1.90 -6.31 0.35
```

The spin multiplicity is 5. The HOMO energy (spin up / spin down) comes out at -0.4709 / -0.4588 Eh. The total charge is +2. The calculation puts the total energy at -141798.32001 eV.

Charges in e, computed with Löwdin, in the same order as the atoms:
1. Pm 1.354
2. Cl 0.674
3. Cl 0.741
4. Cl 0.748
5. Cl 0.757
6. Cl 0.709
7. P 0.974
8. P 0.969
9. C -0.064
10. C -0.056
11. C -0.060
12. C -0.684
13. C -0.704
14. C -0.365
15. C -0.101
16. C -0.142
17. C -0.706
18. C -0.101
19. C -0.063
20. C -0.689
21. C -0.701
22. C -0.071
23. C -0.074
24. C -0.123
25. C -0.064
26. C -0.333
27. C -0.044
28. C -0.399
29. C -0.090
30. C -0.070
31. C -0.086
32. C -0.359
33. C -0.078
34. C -0.218
35. C -0.049
36. C -0.317
37. C -0.042
38. C -0.062
39. C -0.037
40. C -0.033
41. C -0.050
42. C -0.050
43. C -0.037
44. C -0.045
45. C -0.363
46. C -0.490
47. C -0.071
48. C -0.046
49. C -0.116
50. C -0.061
51. H 0.086
52. H 0.117
53. H 0.036
54. H 0.122
55. H 0.138
56. H 0.126
57. H 0.098
58. H 0.117
59. H 0.122
60. H 0.115
61. H 0.125
62. H 0.115
63. H -0.086
64. H 0.113
65. H 0.135
66. H 0.108
67. H 0.118
68. H 0.111
69. H 0.113
70. H 0.110
71. H 0.073
72. H 0.114
73. H 0.131
74. H 0.123
75. H 0.116
76. H 0.122
77. H 0.105
78. H 0.119
79. H 0.095
80. H 0.113
81. H 0.124
82. H 0.114

***

- Number 4 is which compound?
  C6H8

***

Copy entry 5 word for word.
Entry from the Open Molecules 2025 dataset: a structure of composition C7H8N2 (ωB97M-V with the def2-TZVPD basis set).

Geometry as XYZ:
```
17
Properties=species:S:1:pos:R:3
N 0.35 0.89 -0.20
N -0.20 -0.20 0.01
C 1.83 -1.51 -0.33
C 2.38 -2.73 -0.33
C 0.43 -1.38 -0.07
C -1.62 -0.15 0.45
C -0.85 3.35 -0.09
C -1.14 2.07 0.13
C -2.12 1.11 0.43
H -3.17 1.21 0.56
H 1.89 -3.65 -0.24
H -2.07 -1.15 0.73
H 3.51 -2.91 -0.48
H 2.32 -0.52 -0.67
H -0.14 -2.12 0.30
H -0.01 3.60 -0.61
H -1.39 4.07 0.42
```

The energy above the lowest of the compared OMol25 structures with the same formula, charge and spin is 5.728 eV. The HOMO energy (spin up / spin down) comes out at -0.2600 / -0.2574 Eh. The calculation puts the total energy at -10362.45428 eV.

Charges in e, computed with Löwdin, in the same order as the atoms:
1. N 0.133
2. N -0.282
3. C -0.170
4. C -0.023
5. C -0.123
6. C 0.007
7. C 0.055
8. C -0.133
9. C -0.075
10. H 0.107
11. H 0.024
12. H 0.137
13. H 0.080
14. H 0.127
15. H 0.063
16. H 0.035
17. H 0.040